1.
DFT (ωB97M-V with the def2-TZVPD basis set) results for a molecular structure, C14H33AsFO2S.

The calculation puts the HOMO-LUMO gap at 0.2778 Eh. The molar mass comes out at 359.4 g/mol.

Structure (ORCA input):
```
! RIJCOSX wB97M-V def2-TZVPD def2/J DEFGRID3
* xyz -1 1
C 1.64441 3.56610 1.12023
C 0.37493 2.69929 1.00212
C -0.86730 3.55545 0.63830
C -1.91169 2.85703 -0.25355
C -2.41907 1.47670 0.23761
C -2.55376 0.45264 -0.89958
C -3.49356 -0.73881 -0.62198
C -2.96915 -1.98876 0.10264
C -2.30915 -1.83940 1.49487
C -0.81073 -2.19778 1.54381
C 0.16722 -1.06194 1.20331
C 1.62650 -1.50684 1.03293
As 2.52447 -1.17292 -0.76098
C 3.18053 -1.03167 -2.66587
C 3.72068 0.31480 -0.15315
S 1.24218 -3.19206 -1.68139
O 0.94095 -4.22488 -0.69718
O 1.76631 -3.68531 -2.95333
F -0.26591 -2.63491 -2.13051
H 1.43801 4.45354 1.73926
H 2.48217 3.01622 1.56400
H 1.94563 3.93412 0.12816
H 0.21267 2.20178 1.96498
H 0.52732 1.92687 0.23731
H -1.34979 3.93054 1.55422
H -0.51120 4.45117 0.09994
H -2.78012 3.52554 -0.34456
H -1.50495 2.75274 -1.27292
H -1.79597 1.10549 1.05683
H -3.43046 1.61032 0.65588
H -1.56981 0.10479 -1.25390
H -2.99348 1.00910 -1.74545
H -4.38727 -0.35690 -0.09902
H -3.85111 -1.10404 -1.59846
H -3.84806 -2.64452 0.20966
H -2.27442 -2.52763 -0.55396
H -2.81370 -2.52784 2.18992
H -2.48748 -0.83156 1.90064
H -0.62018 -3.06285 0.89615
H -0.58117 -2.53372 2.56905
H 0.12000 -0.34271 2.03770
H -0.17158 -0.51383 0.31324
H 1.72575 -2.57864 1.25758
H 2.26925 -0.96803 1.74526
H 3.60574 -2.26729 -0.41784
H 1.30971 -0.22798 -1.17981
H 3.67160 -0.05626 -2.76850
H 2.30794 -1.05717 -3.33104
H 3.86378 -1.84616 -2.92401
H 4.73698 0.08419 -0.50458
H 3.75257 0.43148 0.93526
H 3.41381 1.26249 -0.61930
*
```

---

2.
DFT (ωB97M-V with the def2-TZVPD basis set) results for a molecular structure, C14H33F3N4O6PPdS.

The calculation puts the HOMO-LUMO gap (spin up / spin down) at 0.3904 / 0.2490 Eh. Its energy relative to the best compared isomer or geometry (same formula, charge and spin) is 121.9 kJ/mol. Its expectation value of S² is 6.020. The molar mass comes out at 579.9 g/mol.

Structure (ORCA input):
```
! RIJCOSX wB97M-V def2-TZVPD def2/J DEFGRID3
* xyz 3 5
Pd 0.36719 0.41176 0.38228
C -2.87344 0.74358 0.87809
C -2.51570 1.58152 -0.35590
N -1.37893 0.97219 -1.05189
C -0.79887 1.70096 -2.18748
C 0.11421 2.83467 -1.71271
N 1.07732 2.35789 -0.70132
C 2.46769 2.25522 -1.17239
C 3.37153 1.59885 -0.11799
C 3.13841 2.16976 1.28793
N 2.03347 1.48656 1.94303
C 1.33187 2.18961 3.00616
C -0.04102 1.55887 3.25045
N -0.86028 1.67521 2.04279
C -2.24042 1.22652 2.19489
H -3.95300 0.74397 1.02558
H -2.56258 -0.29338 0.70781
H -3.38305 1.60589 -1.02913
H -2.28900 2.61812 -0.09220
H -1.70756 0.05577 -1.39118
H -0.22386 0.98922 -2.78640
H -1.57678 2.12331 -2.83623
H 0.64204 3.24597 -2.57710
H -0.49009 3.63822 -1.28877
H 1.09001 3.02789 0.06603
H 2.49697 1.67485 -2.09763
H 2.85361 3.25863 -1.39975
H 3.21043 0.51347 -0.09393
H 4.40687 1.77396 -0.41162
H 4.05772 2.03792 1.87569
H 2.94704 3.24581 1.23901
H 2.33066 0.55501 2.24813
H 1.90349 2.16351 3.94473
H 1.22028 3.24474 2.73332
H 0.05681 0.49730 3.51317
H -0.52723 2.06768 4.09599
H -0.85355 2.64743 1.72616
H -2.26903 0.39903 2.90681
H -2.84661 2.04648 2.60258
C -2.92958 -2.03515 -3.23663
O -2.12451 -1.59673 -2.11434
P -1.03459 -2.57774 -1.40913
O -1.75602 -3.94201 -1.48288
C -1.26685 -5.25412 -1.23549
O 0.14550 -2.65310 -2.47411
C 1.32152 -1.86156 -2.46659
H -2.30077 -2.46320 -4.01278
H -3.42353 -1.13630 -3.60288
H -3.67490 -2.76077 -2.91599
H -1.49138 -5.53996 -0.20487
H -0.19831 -5.32775 -1.42678
H -1.82769 -5.91643 -1.90394
H 2.13705 -2.42633 -2.01153
H 1.16973 -0.91943 -1.89926
H 1.55507 -1.64552 -3.51200
F 2.48688 -3.48379 2.60251
C 1.26644 -3.02093 2.72697
F 0.42798 -3.95376 3.09587
F 1.25908 -2.01346 3.60729
S 0.72581 -2.20416 1.13799
O 0.49187 -3.21481 0.13499
O 1.79915 -1.26275 0.81882
O -0.48454 -1.43419 1.41774
*
```

---

3.
DFT (ωB97M-V with the def2-TZVPD basis set) results for a molecular structure, C14H33F6NO10V.

The calculation puts the HOMO-LUMO gap (spin up / spin down) at 0.2828 / 0.2987 Eh. Its expectation value of S² is 0.884. The molar mass comes out at 540.3 g/mol.

Structure (ORCA input):
```
! RIJCOSX wB97M-V def2-TZVPD def2/J DEFGRID3
* xyz 0 2
O 0.29245 -0.15527 -0.42420
V 1.36764 0.40223 0.70854
C 3.67338 -1.29932 -1.10707
O 2.37988 -1.65688 -1.73944
O 3.26184 -0.83283 0.15439
C 4.69245 -2.51608 -1.12050
F 5.72623 -2.30060 -0.21095
F 4.15536 -3.66521 -0.81845
F 5.25917 -2.53921 -2.29139
C 2.40444 -1.76018 -3.16220
C 0.87169 -1.66590 -3.46304
H 0.46209 -0.70122 -3.16349
H 0.59091 -1.55602 -4.51051
H 0.30432 -2.43692 -2.94180
H 2.75662 -2.76051 -3.41403
H 3.03728 -1.06012 -3.70766
H 4.07202 -0.45508 -1.66961
C -0.31190 3.40586 1.90416
O 0.52017 3.31504 3.02550
O -0.11526 2.09402 1.34375
C -1.80918 3.84296 2.39017
F -2.71711 3.45153 1.36491
F -2.36947 3.24355 3.34577
F -1.97235 5.14178 2.45098
C 1.12196 4.33353 3.83432
C 0.17247 4.72722 4.99277
H 0.69166 5.26893 5.78339
H -0.61179 5.39111 4.62908
H -0.24684 3.80592 5.39711
H 1.59245 5.11327 3.23538
H 1.89745 3.80456 4.38832
H 0.11486 4.15095 1.23273
C 0.31193 -4.29511 -0.08290
O -0.92964 -3.61538 -0.31553
C -1.92254 -4.27031 -1.08251
C -3.08605 -3.30394 -1.29616
N -2.60027 -2.16983 -2.06035
C -3.19861 -0.93352 -1.44431
C -2.54221 0.31291 -2.18256
O -3.50384 1.34546 -2.29511
C -3.67210 2.11925 -1.04455
H 0.63754 -4.76430 -1.01131
H 0.40793 -4.98842 0.75269
H 0.97079 -3.48899 0.23986
H -2.34918 -5.09014 -0.50461
H -1.68355 -4.92555 -1.92015
H -3.41932 -3.00632 -0.30196
H -3.82639 -3.91692 -1.81023
H -2.79502 -2.31357 -3.04093
H -3.02071 -0.90605 -0.36927
H -4.27926 -0.84215 -1.55353
H -2.30596 0.00978 -3.20256
H -1.59338 0.57026 -1.71183
H -3.35848 1.57365 -0.15457
H -4.69591 2.44211 -0.85573
H -3.37116 3.16672 -1.06308
O 0.38554 -0.99965 2.17931
H -0.24431 -1.71660 2.10525
H 0.49159 -0.86976 3.12171
O 1.93128 1.87029 -0.80475
H 2.37015 1.93617 -1.65285
H 1.42177 2.67760 -0.73484
O 2.57614 1.20164 2.27150
H 3.44842 1.11835 2.65674
H 2.17993 1.94123 2.73221
*
```